# 1
The following is a DFT calculation (ωB97M-V/def2-TZVPD) of 2 unconnected molecules or ions with the total composition C5H11O2.

- E_tot: -347.608679 a.u.
- Gap between HOMO and LUMO: 7.8 eV
- Highest occupied orbital energy: -0.1401 Ha
- 2S+1: 1
- Charge: -1

The geometry in XYZ format:
```
18
Properties=species:S:1:pos:R:3:lowdin_charge:R:1
C 0.736 -1.739 0.319 -0.1844
C 1.730 -1.401 1.456 -0.1242
C 1.144 -0.949 -0.953 -0.7422
O 2.356 -0.699 -1.171 -0.0876
O 0.255 -0.866 -1.851 -0.1306
H 0.831 -2.774 0.009 0.0908
H -0.338 -1.498 0.419 0.0797
H 2.505 -2.153 1.280 0.0628
H 1.397 -1.398 2.504 0.0508
H 2.134 -0.429 1.254 0.0461
C -1.618 0.981 -0.587 -0.1684
C -1.615 2.458 -0.121 -0.1846
H -0.785 0.647 -1.215 0.0288
H -1.514 0.333 0.270 0.0491
H -2.378 0.984 -1.362 0.0603
H -1.652 3.154 -1.003 0.0607
H -0.651 2.654 0.347 0.0511
H -2.538 2.695 0.407 0.0420
```

***

# 2
The following is a DFT calculation (ωB97M-V/def2-TZVPD) of a molecular structure, C5H11O2.

- E_tot: -347.517554 a.u.
- Gap between HOMO and LUMO: 7.3 eV
- Highest occupied orbital energy: -0.1330 Ha
- 2S+1: 1
- Charge: -1

The geometry in XYZ format:
```
18
Properties=species:S:1:pos:R:3:lowdin_charge:R:1
C -0.686 -0.712 -0.330 -0.3754
O -1.081 -1.885 -0.950 -0.2569
C 0.917 -0.846 -0.215 -0.1848
C 1.630 0.530 -0.167 -0.2359
C 0.938 1.610 0.579 -0.2603
C 0.449 2.815 0.222 -0.0488
H -0.943 -0.348 0.628 0.0690
H -1.060 0.157 -1.068 0.1256
H 0.983 -1.467 0.702 0.1001
H 1.149 -1.594 -0.957 0.0785
H 1.730 0.930 -1.254 0.1328
H 2.603 0.588 0.327 0.0908
H 1.213 1.615 1.672 0.1018
H 0.186 2.989 -0.814 0.0294
H -0.013 3.653 0.952 0.0878
H -2.912 -3.278 0.797 -0.0675
H -2.065 -2.259 -0.369 -0.0731
O -3.037 -2.498 0.247 -0.3129
```

***

# 3
The following is a DFT calculation (ωB97M-V/def2-TZVPD) of 2 unconnected molecules or ions with the total composition C5H11O2.

- E_tot: -347.517873 a.u.
- Gap between HOMO and LUMO: 7.0 eV
- Highest occupied orbital energy: -0.1075 Ha
- 2S+1: 1
- Charge: -1

The geometry in XYZ format:
```
18
Properties=species:S:1:pos:R:3:lowdin_charge:R:1
C 1.293 1.299 0.321 -0.4228
O 1.916 0.022 0.297 -0.4139
C 0.016 1.442 -0.675 -0.2262
C -1.283 0.916 -0.121 -0.2569
C -1.225 -0.500 0.465 -0.1586
C -2.317 -1.304 0.325 -0.0633
H 1.017 1.747 1.351 0.0916
H 2.092 1.931 -0.189 0.0722
H 0.339 1.037 -1.594 0.0691
H 0.175 2.518 -1.023 0.0968
H -1.598 1.470 0.753 0.0889
H -2.166 0.999 -0.791 0.0932
H -0.131 -0.842 0.528 0.1090
H -3.190 -0.929 -0.296 0.0433
H -2.420 -2.412 0.351 0.0347
H 2.117 -1.752 0.085 -0.0431
H 3.079 -2.956 0.293 -0.0339
O 2.285 -2.686 -0.080 -0.0802
```

***

# 4
The following is a DFT calculation (ωB97M-V/def2-TZVPD) of 2 unconnected molecules or ions with the total composition C5H11O2.

- E_tot: -347.647246 a.u.
- Gap between HOMO and LUMO: 7.7 eV
- Highest occupied orbital energy: -0.1427 Ha
- 2S+1: 1
- Charge: -1

The geometry in XYZ format:
```
18
Properties=species:S:1:pos:R:3:lowdin_charge:R:1
C -0.652 -0.029 -2.119 -0.1618
C 0.155 -0.981 -3.014 -0.1789
H -1.424 0.480 -2.696 0.0585
H -1.163 -0.583 -1.335 0.0611
H -0.015 0.736 -1.673 0.0580
H 0.782 -1.622 -2.385 0.0528
H 0.789 -0.426 -3.708 0.0509
H -0.508 -1.638 -3.584 0.0501
C 0.554 -0.614 1.394 -0.2061
C 1.887 -0.285 0.729 -0.1383
C -0.524 0.483 1.237 -0.7851
O -0.108 1.650 1.045 -0.0931
O -1.711 0.095 1.332 -0.1068
H 0.157 -1.548 0.986 0.0880
H 0.696 -0.785 2.463 0.0926
H 1.744 -0.111 -0.337 0.0456
H 2.618 -1.091 0.864 0.0513
H 2.333 0.612 1.163 0.0612
```

***

# 5
The following is a DFT calculation (ωB97M-V/def2-TZVPD) of 2 unconnected molecules or ions with the total composition C5H11O2.

- E_tot: -347.622033 a.u.
- Gap between HOMO and LUMO: 7.4 eV
- Highest occupied orbital energy: -0.1383 Ha
- 2S+1: 1
- Charge: -1

The geometry in XYZ format:
```
18
Properties=species:S:1:pos:R:3:lowdin_charge:R:1
C 1.705 1.796 -0.239 -0.0450
C 1.285 2.278 1.215 -0.7752
O 1.360 3.528 1.354 -0.1297
O 0.795 1.469 2.027 -0.1021
H 1.497 2.612 -0.933 0.0520
H 0.958 1.037 -0.446 0.0056
H 2.646 1.273 -0.317 0.0458
C -1.074 -1.844 -0.307 -0.3363
C -1.786 -0.714 -1.085 -0.1186
C -0.028 -1.347 0.669 -0.1314
H -1.810 -2.591 0.032 0.0860
H -0.671 -2.526 -1.078 0.0845
H -2.617 -0.320 -0.494 0.0645
H -0.279 -0.470 1.267 0.0560
H 0.358 -2.172 1.302 0.0711
H -2.087 -1.117 -2.053 0.0602
H -1.137 0.158 -1.071 0.0555
H 0.885 -1.048 0.159 0.0571
```

***

# 6
The following is a DFT calculation (ωB97M-V/def2-TZVPD) of 2 unconnected molecules or ions with the total composition C5H11O2.

- E_tot: -347.605949 a.u.
- Gap between HOMO and LUMO: 7.7 eV
- Highest occupied orbital energy: -0.1371 Ha
- 2S+1: 1
- Charge: -1

The geometry in XYZ format:
```
18
Properties=species:S:1:pos:R:3:lowdin_charge:R:1
C -0.493 -1.179 -1.754 -0.1443
C -0.320 -1.817 -0.324 -0.1555
C -0.019 0.425 -1.567 -0.7223
O 0.792 0.664 -0.649 -0.0998
O -0.678 1.204 -2.267 -0.0948
H 0.069 -1.518 -2.595 0.0610
H -1.579 -1.110 -1.903 0.0705
H -0.053 -2.894 -0.422 0.0501
H -1.264 -1.940 0.206 0.0576
H 0.495 -1.255 0.106 0.0146
C 0.211 1.146 2.991 -0.1930
C 0.440 -0.285 2.554 -0.1671
H 0.637 1.548 3.907 0.0451
H 0.551 1.888 2.288 0.0559
H -0.825 1.404 3.125 0.0487
H 1.487 -0.574 2.523 0.0604
H 0.125 -0.993 3.327 0.0555
H -0.046 -0.305 1.520 0.0573
```

***

# 7
The following is a DFT calculation (ωB97M-V/def2-TZVPD) of 2 unconnected molecules or ions with the total composition C5H11O2.

- E_tot: -347.593537 a.u.
- Gap between HOMO and LUMO: 7.2 eV
- Highest occupied orbital energy: -0.1394 Ha
- 2S+1: 1
- Charge: -1

The geometry in XYZ format:
```
18
Properties=species:S:1:pos:R:3:lowdin_charge:R:1
C 1.876 -1.365 1.902 -0.2085
C 0.541 -0.637 2.097 -0.2005
H 1.872 -1.650 0.819 0.0608
H 2.818 -0.728 2.103 0.0733
H 2.026 -2.277 2.590 0.0690
H -0.222 -1.274 2.726 0.0888
H 0.020 -0.402 1.038 0.0766
H 0.725 0.283 2.598 0.0293
C -0.935 0.201 -1.490 -0.1786
C -0.602 1.403 -0.590 -0.1454
C -1.363 0.657 -3.020 -0.7460
O -1.663 1.862 -3.185 -0.1012
O -1.566 -0.279 -3.786 -0.0856
H -0.173 -0.430 -1.677 0.0290
H -1.794 -0.355 -1.041 0.0984
H 0.169 1.268 0.144 0.0120
H -1.583 1.571 -0.067 0.0901
H -0.145 2.151 -1.159 0.0385
```

***

# 8
The following is a DFT calculation (ωB97M-V/def2-TZVPD) of 2 unconnected molecules or ions with the total composition C5H11O2.

- E_tot: -347.631384 a.u.
- Gap between HOMO and LUMO: 7.8 eV
- Highest occupied orbital energy: -0.1407 Ha
- 2S+1: 1
- Charge: -1

The geometry in XYZ format:
```
18
Properties=species:S:1:pos:R:3:lowdin_charge:R:1
C -2.624 -2.337 -0.126 -0.1740
C -1.187 -2.810 -0.321 -0.1717
H -2.780 -1.426 0.461 0.0588
H -3.127 -2.202 -1.083 0.0514
H -3.139 -3.056 0.517 0.0466
H -0.978 -3.424 -1.200 0.0521
H -0.425 -2.020 -0.326 0.0413
H -0.838 -3.528 0.440 0.0572
C 0.150 1.978 0.173 -0.1845
C 1.120 2.776 -0.740 -0.1326
C 0.896 0.579 0.385 -0.7658
O 1.262 0.310 1.536 -0.0849
O 0.952 -0.150 -0.643 -0.1163
H 0.011 2.333 1.188 0.0769
H -0.784 1.776 -0.352 0.0837
H 1.326 2.157 -1.611 0.0579
H 2.064 2.969 -0.237 0.0626
H 0.616 3.708 -0.981 0.0414
```

***

# 9
The following is a DFT calculation (ωB97M-V/def2-TZVPD) of 2 unconnected molecules or ions with the total composition C5H11O2.

- E_tot: -347.512718 a.u.
- Gap between HOMO and LUMO (spin up / spin down): 11.7 / 7.5 eV
- Highest occupied orbital energy (spin up / spin down): -0.3981 / -0.3942 Ha
- 2S+1: 2
- Expectation value of S²: 0.75

The geometry in XYZ format:
```
18
Properties=species:S:1:pos:R:3:mulliken_spin:R:1
C 1.056 -0.482 0.299 -0.0016
C 0.620 -1.744 1.094 0.0000
C 2.253 -0.817 -0.590 0.0001
H 0.173 -0.266 -0.297 0.0011
H 1.213 0.328 0.999 0.0002
H 1.384 -2.027 1.826 0.0000
H 0.434 -2.570 0.411 0.0001
H 3.159 -0.955 -0.027 0.0000
H 2.017 -1.707 -1.175 0.0000
H -0.320 -1.648 1.639 0.0004
H 2.530 -0.032 -1.305 0.0000
C -1.840 2.177 -0.828 0.1224
C -2.390 1.039 0.119 -0.0210
O -2.414 1.475 1.314 0.8506
O -2.699 -0.028 -0.349 0.0328
H -2.585 2.242 -1.615 0.0107
H -0.856 1.892 -1.201 0.0019
H -1.734 3.124 -0.313 0.0024
```

***

# 10
The following is a DFT calculation (ωB97M-V/def2-TZVPD) of 2 unconnected molecules or ions with the total composition C5H11O2.

- E_tot: -347.496376 a.u.
- Gap between HOMO and LUMO (spin up / spin down): 11.7 / 7.6 eV
- Highest occupied orbital energy (spin up / spin down): -0.3987 / -0.3949 Ha
- 2S+1: 2
- Expectation value of S²: 0.75

The geometry in XYZ format:
```
18
Properties=species:S:1:pos:R:3:mulliken_spin:R:1
C -0.747 2.821 -0.068 0.0001
C -2.209 2.606 0.302 0.0000
C -0.121 1.653 -0.885 -0.0006
H -0.724 3.739 -0.666 0.0000
H -0.206 3.031 0.853 0.0000
H -2.335 1.933 1.163 0.0000
H -0.960 1.447 -1.552 0.0001
H 0.858 1.874 -1.280 0.0001
H -2.826 2.065 -0.417 0.0000
H -2.652 3.540 0.643 0.0000
H -0.129 0.828 -0.171 -0.0008
C 0.475 -1.871 -1.093 0.1205
C 0.895 -1.960 0.406 -0.0204
O 0.192 -2.549 1.188 0.0368
O 2.020 -1.380 0.527 0.8523
H -0.500 -1.382 -1.072 0.0019
H 0.136 -2.867 -1.375 0.0084
H 1.225 -1.617 -1.825 0.0018
```

***

# 11
The following is a DFT calculation (ωB97M-V/def2-TZVPD) of 2 unconnected molecules or ions with the total composition C5H11O2.

- E_tot: -347.488629 a.u.
- Gap between HOMO and LUMO (spin up / spin down): 11.6 / 7.6 eV
- Highest occupied orbital energy (spin up / spin down): -0.3955 / -0.3894 Ha
- 2S+1: 2
- Expectation value of S²: 0.75

The geometry in XYZ format:
```
18
Properties=species:S:1:pos:R:3:mulliken_spin:R:1
C -1.258 2.305 1.594 -0.0001
C 0.286 2.595 1.483 0.0001
H -1.420 1.881 0.576 0.0002
H -1.407 1.428 2.193 0.0001
H -1.853 3.197 1.752 0.0000
H 0.427 3.670 1.484 0.0000
H 0.754 2.048 2.313 0.0000
H 0.700 2.061 0.646 -0.0002
C 0.854 -0.377 -0.946 0.0400
C 1.055 -0.851 -2.377 0.0027
C -0.164 -1.274 -0.192 -0.0071
O -1.368 -1.248 -0.301 0.0331
O 0.493 -1.977 0.667 0.8995
H 1.798 -0.585 -0.426 0.0116
H 0.398 0.610 -0.861 0.0135
H 0.145 -1.051 -2.925 0.0005
H 1.364 -1.923 -2.303 0.0018
H 1.727 -0.232 -2.959 0.0043
```

***

# 12
The following is a DFT calculation (ωB97M-V/def2-TZVPD) of 2 unconnected molecules or ions with the total composition C5H11O2.

- E_tot: -347.219616 a.u.
- Gap between HOMO and LUMO: 9.2 eV
- Highest occupied orbital energy: -0.5616 Ha
- 2S+1: 1
- Charge: +1

The geometry in XYZ format:
```
18
Properties=species:S:1:pos:R:3:lowdin_charge:R:1
C -0.504 0.981 -1.014 -0.3192
C 2.150 -0.329 -0.809 -0.0262
C -1.259 -0.493 2.490 -0.0751
C 1.329 -0.023 -2.161 -0.1247
C -2.134 -0.032 1.424 0.2194
O 0.407 1.076 -1.907 0.0207
O -0.680 0.053 -0.258 0.0480
H -1.175 1.907 -1.096 0.1927
H 3.133 -0.754 -1.092 0.0966
H 2.381 0.716 -0.454 0.0979
H 1.439 -0.707 -0.147 0.0220
H -0.608 -1.314 2.084 0.1235
H -0.521 0.188 2.868 0.0892
H -1.843 -1.060 3.332 0.1691
H 0.833 -0.849 -2.506 0.0855
H 2.020 0.394 -3.008 0.1669
H -2.161 0.972 1.411 0.0612
H -2.807 -0.726 0.845 0.1525
```